A structure of composition C46H58O4Pd. Source: the Open Molecules 2025 dataset; level of theory: ωB97M-V/def2-TZVPD.

Properties
⟨S²⟩: 6.0660
HOMO-LUMO gap (alpha / beta) in eV: 9.13 / 5.12
HOMO energy (alpha / beta) in eV: -13.515 / -13.695
Total energy in eV: -60297.269
Charge: +2
F_max in hartree/bohr: 0.0086
Spin multiplicity: 5

CARTESIAN COORDINATES (ANGSTROEM)
Pd -0.0027 0.4476 -0.2411
C -3.1818 0.3153 -1.6284
O -2.2046 0.1434 -0.5769
C -2.4402 0.7806 0.6498
C -2.7958 -0.0511 1.7152
C -3.0957 -1.5230 1.5203
C -2.0331 -2.4641 0.9982
C -2.3878 -3.7105 0.5474
C -1.4451 -4.6341 0.0621
C -0.0752 -4.2414 -0.0111
C 0.3372 -3.0114 0.3857
C 1.7597 -2.5237 0.2630
C 1.9749 -1.7486 -1.0246
C 2.0050 -2.4230 -2.2224
C 2.2139 -1.7753 -3.4487
C 2.3820 -0.3870 -3.4434
C 2.3537 0.3563 -2.2818
C 2.5757 1.8563 -2.3742
C 1.8648 2.7269 -1.3785
C 2.4671 3.6602 -0.5962
C 1.7316 4.4694 0.3136
C 0.3369 4.2962 0.4024
C -0.3314 3.3745 -0.3609
C -1.8191 3.1474 -0.2700
C -2.1976 2.1525 0.8252
C -2.3267 2.6557 2.1200
C -2.6738 1.8688 3.2069
C -2.9101 0.5104 2.9720
C -2.7674 2.4951 4.5967
C -3.2397 1.4915 5.6480
C -3.7503 3.6730 4.5697
C -1.3699 2.9980 4.9891
C 0.4255 2.5642 -1.2891
O -0.1643 1.7160 -2.0443
C 2.4766 5.4821 1.1627
C 3.1893 6.4770 0.2300
C 1.5508 6.2584 2.0986
C 3.5180 4.7337 2.0129
C 2.1331 -0.3358 -1.0634
O 2.1843 0.3707 0.1207
C 3.4677 0.5994 0.7456
C 2.2388 -2.5980 -4.7280
C 3.3708 -3.6331 -4.6261
C 0.8878 -3.3198 -4.8680
C 2.4661 -1.7390 -5.9708
C -0.6356 -2.0971 0.9468
O -0.2527 -0.9644 1.3682
C -1.8290 -6.0199 -0.4157
C -1.0350 -7.0637 0.3891
C -3.3211 -6.3034 -0.2554
C -1.4598 -6.1325 -1.9074
H -4.1344 -0.0760 -1.2737
H -2.8226 -0.2604 -2.4753
H -3.2851 1.3597 -1.9044
H -3.9590 -1.6274 0.8563
H -3.4308 -1.9146 2.4846
H -3.4319 -3.9937 0.5698
H 0.6487 -4.9502 -0.3930
H 2.4233 -3.3892 0.2514
H 2.0116 -1.9157 1.1295
H 1.8764 -3.4980 -2.2104
H 2.5304 0.1330 -4.3795
H 2.2267 2.1464 -3.3687
H 3.6484 2.0665 -2.3565
H 3.5389 3.7998 -0.6695
H -0.2295 4.9135 1.0856
H -2.1873 2.8453 -1.2448
H -2.2940 4.0968 -0.0229
H -2.1608 3.7163 2.2657
H -3.1876 -0.1322 3.7964
H -4.2221 1.0798 5.4092
H -3.3227 1.9940 6.6116
H -2.5355 0.6662 5.7720
H -4.7454 3.3520 4.2582
H -3.4241 4.4680 3.8979
H -3.8329 4.1037 5.5681
H -0.6481 2.1789 5.0084
H -1.4008 3.4457 5.9834
H -1.0065 3.7578 4.2938
H 2.4784 7.0014 -0.4098
H 3.9296 5.9906 -0.4057
H 3.7110 7.2206 0.8333
H 0.8117 6.8473 1.5525
H 2.1450 6.9547 2.6896
H 1.0305 5.6008 2.7986
H 4.2427 4.1944 1.4014
H 3.0374 4.0265 2.6924
H 4.0723 5.4521 2.6177
H 4.1097 1.1524 0.0607
H 3.9139 -0.3608 1.0002
H 3.2734 1.1814 1.6405
H 3.2219 -4.3243 -3.7957
H 4.3403 -3.1490 -4.4996
H 3.4064 -4.2222 -5.5429
H 0.7004 -4.0061 -4.0404
H 0.8845 -3.9054 -5.7879
H 0.0618 -2.6080 -4.9184
H 3.4254 -1.2190 -5.9418
H 1.6719 -1.0033 -6.1125
H 2.4738 -2.3816 -6.8506
H -1.2476 -6.9912 1.4564
H 0.0415 -6.9693 0.2462
H -1.3232 -8.0610 0.0556
H -3.6434 -6.2321 0.7849
H -3.5269 -7.3197 -0.5899
H -3.9347 -5.6324 -0.8595
H -0.3893 -6.0047 -2.0753
H -1.9948 -5.3945 -2.5075
H -1.7330 -7.1244 -2.2690


A structure of composition C46H60AsCl3NO5RuSSi at a distorted geometry. Source: the Open Molecules 2025 dataset; level of theory: ωB97M-V/def2-TZVPD.

Properties
⟨S²⟩: 8.7632
HOMO-LUMO gap (alpha / beta) in eV: 6.13 / 6.45
HOMO energy (alpha / beta) in eV: -6.333 / -7.644
Total energy in eV: -180108.569
F_max in hartree/bohr: 0.0270
Spin multiplicity: 6

CARTESIAN COORDINATES (ANGSTROEM)
Ru 1.4050 -0.0690 -0.6782
C -0.2024 -3.7577 -2.7361
C 0.9549 -4.5026 -2.9588
C 2.1809 -3.9794 -2.5928
C 2.2448 -2.7149 -2.0029
C 1.0953 -1.9689 -1.7383
C -0.1317 -2.5160 -2.1259
C 3.5456 -2.0944 -1.6440
C 4.7557 -2.4896 -2.2764
C 5.9085 -1.8301 -1.9922
C 5.9164 -0.7997 -1.0228
C 7.0835 -0.0780 -0.6656
C 7.0308 0.8742 0.3079
C 5.8146 1.1216 0.9913
C 4.6804 0.4427 0.6615
C 4.6990 -0.5042 -0.3869
N 3.5292 -1.1206 -0.7513
H -1.1625 -4.1630 -3.0357
H 0.8971 -5.4856 -3.4074
H 3.0782 -4.5632 -2.7577
H -1.0481 -1.9661 -1.9346
H 4.7363 -3.2820 -3.0098
H 6.8315 -2.0892 -2.4984
H 8.0136 -0.2997 -1.1746
H 7.9194 1.4316 0.5722
H 5.7821 1.8620 1.7805
H 3.7529 0.6113 1.1941
Cl 4.1019 6.3135 2.5598
C 3.6930 4.9916 1.4966
C 2.7320 4.0724 1.8723
C 2.4428 3.0424 1.0019
Cl 1.2510 1.8527 1.4198
C 3.0522 2.8301 -0.2526
O 2.7596 1.8391 -1.0378
C 4.0233 3.8089 -0.5610
Cl 4.8836 3.6819 -2.0660
C 4.3390 4.8596 0.2795
H 2.2192 4.1564 2.8200
H 5.0956 5.5724 -0.0166
C 0.6839 1.9417 -4.2596
As 1.7514 0.5445 -3.4168
C 1.4764 -0.8540 -4.7507
C 3.5181 1.0917 -4.0123
H 0.9279 1.9899 -5.3209
H 0.9110 2.8960 -3.7860
H -0.3747 1.7241 -4.1288
H 1.6016 -0.4186 -5.7426
H 0.4835 -1.2904 -4.6574
H 2.2125 -1.6441 -4.6057
H 3.5593 1.0433 -5.1009
H 4.2728 0.4305 -3.5852
H 3.7071 2.1001 -3.6607
C -3.8388 7.0087 -0.2922
C -3.2393 5.6386 -0.4401
C -1.9125 5.4691 -0.7829
C -1.3301 4.2114 -0.9226
C 0.1285 4.1937 -1.2715
C -2.1220 3.0769 -0.6886
C -1.6034 1.6879 -0.7346
O -0.6023 1.2866 -1.3498
C -3.4959 3.2330 -0.3680
C -4.4450 2.0690 -0.2483
C -4.0215 4.5040 -0.2438
H -3.1257 7.7863 -0.5601
H -4.1577 7.1795 0.7375
H -4.7196 7.1164 -0.9268
H -1.2899 6.3423 -0.9458
H 0.2849 4.7399 -2.2050
H 0.5448 3.2013 -1.3872
H 0.6868 4.7218 -0.5006
H -2.1811 0.9478 -0.1554
H -4.1176 1.3316 0.4842
H -4.5553 1.5589 -1.2038
H -5.4308 2.4236 0.0488
H -5.0730 4.6174 -0.0043
C -4.7174 -2.4015 0.9364
C -3.6398 -2.7997 -0.0642
C -3.5723 -4.3157 -0.1973
C -3.8963 -2.1949 -1.4369
O -2.3458 -2.3424 0.3446
Si -1.6227 -1.7823 1.6985
S 0.3367 -1.1816 1.2270
O -1.5016 -2.8970 2.8854
C -0.9783 -4.2299 2.9957
C -2.1212 -5.1364 3.4295
C 0.0902 -4.1691 4.0780
C -0.3768 -4.7031 1.6762
O -2.5249 -0.5624 2.3292
C -2.5677 -0.0568 3.6776
C -3.4143 -0.9997 4.5252
C -1.1605 0.0603 4.2489
C -3.2199 1.3138 3.6095
H -5.6893 -2.7583 0.5926
H -4.7601 -1.3191 1.0604
H -4.5128 -2.8434 1.9141
H -4.4618 -4.6903 -0.7080
H -3.5141 -4.7943 0.7782
H -2.6924 -4.5975 -0.7773
H -4.9493 -2.2809 -1.7098
H -3.2997 -2.7002 -2.1988
H -3.6179 -1.1472 -1.4352
H -2.5542 -4.7729 4.3628
H -1.7638 -6.1556 3.5832
H -2.9046 -5.1579 2.6739
H -0.3362 -3.7817 5.0044
H 0.9011 -3.5099 3.7648
H 0.4996 -5.1626 4.2700
H -1.1248 -4.7050 0.8840
H 0.0084 -5.7180 1.7894
H 0.4398 -4.0509 1.3652
H -2.9551 -1.9858 4.5718
H -4.4110 -1.1003 4.0913
H -3.5150 -0.6073 5.5387
H -0.6783 -0.9164 4.3080
H -1.2101 0.4852 5.2529
H -0.5405 0.7047 3.6238
H -4.2520 1.2339 3.2659
H -2.6676 1.9637 2.9281
H -3.2236 1.7756 4.5979


A cluster of 13 separate species, C46H60F6O39 in total at a distorted geometry. Source: the Open Molecules 2025 dataset; level of theory: ωB97M-V/def2-TZVPD.

Properties
HOMO-LUMO gap in eV: 10.55
HOMO energy in eV: -10.511
Total energy in eV: -144834.946
F_max in hartree/bohr: 0.1324

CARTESIAN COORDINATES (ANGSTROEM)
C -2.1880 -3.1436 -2.6375
C -3.6964 -2.6692 -2.3312
O -4.1891 -3.6066 -1.3305
C -3.0377 -4.1812 -0.7270
O -3.0868 -4.8815 0.1918
O -1.9200 -3.8866 -1.4658
F -4.4077 -2.8873 -3.4988
H -1.3636 -2.4562 -2.7871
H -2.2491 -3.8100 -3.4903
H -3.8193 -1.6263 -2.0598
C 5.6927 3.1573 -0.5313
C 5.1654 3.4019 0.8642
O 5.9301 2.4878 1.6602
C 6.3373 1.4515 0.7945
O 6.6556 0.3561 1.0905
O 6.2029 1.8050 -0.4541
F 3.8149 3.1220 0.8953
H 6.4320 3.8964 -0.8642
H 4.9152 3.1243 -1.3020
H 5.3082 4.4170 1.2204
C 4.9650 -1.8773 0.5950
C 5.7949 -2.2547 -0.6795
O 5.2756 -1.4342 -1.7285
C 4.4420 -0.5474 -1.2042
O 3.9432 0.3375 -1.8313
O 4.2065 -0.7143 0.1382
F 5.3733 -3.5792 -0.8198
H 5.4717 -1.6241 1.5410
H 4.2678 -2.7148 0.7689
H 6.8867 -2.2122 -0.6192
C 1.1695 0.0417 -1.6986
C 1.3253 0.0951 -0.1422
O 0.0214 -0.3548 0.2880
C -0.8150 -0.4015 -0.7774
O -1.9789 -0.7682 -0.6837
O -0.3149 0.1151 -1.8617
F 1.3912 1.4546 0.1497
H 1.4122 -0.8530 -2.2918
H 1.5816 1.0021 -2.0423
H 2.1338 -0.3948 0.3362
C -6.5941 -0.6518 1.6420
C -5.2462 -1.3553 1.2069
O -5.1979 -2.4923 2.0506
C -6.0271 -2.3497 3.0628
O -6.0233 -3.0533 4.0487
O -6.8394 -1.2444 2.9283
F -4.1740 -0.5357 1.4542
H -7.4292 -0.8858 0.9435
H -6.3078 0.3880 1.7355
H -5.2157 -1.7240 0.1700
C -3.7663 1.1058 -3.4590
C -3.3743 2.4897 -4.0119
O -2.5344 2.1759 -5.0946
C -2.0785 0.8860 -4.9632
O -1.2032 0.4420 -5.5957
O -2.7664 0.2563 -3.9330
F -2.5926 3.2602 -3.0900
H -4.6745 0.8014 -3.9912
H -3.8024 1.1140 -2.3899
H -4.2599 3.0070 -4.3330
C 0.3145 3.5222 -1.9291
C 0.7465 4.5235 -0.8778
C 1.6255 5.6406 -1.3487
O 1.3117 6.6619 -0.3379
C 0.0706 6.4987 0.0909
O -0.5613 7.2487 0.6789
O -0.4180 5.2903 -0.3413
H -0.3250 4.0177 -2.6577
H -0.2579 2.7106 -1.5297
H 1.1515 3.0245 -2.4252
H 1.2312 4.0751 -0.0344
H 1.3101 6.0292 -2.3233
H 2.6921 5.4692 -1.2772
C 3.6450 1.4644 5.9448
C 2.4574 0.9169 5.1914
C 2.6085 1.2366 3.6786
O 2.8374 -0.0550 3.0381
C 2.8008 -1.0170 3.9611
O 3.0012 -2.1648 3.7034
O 2.5693 -0.5720 5.1862
H 3.5932 2.5600 5.9523
H 4.5917 1.0709 5.5587
H 3.6212 1.1471 6.9738
H 1.5425 1.2047 5.7208
H 3.4415 1.8960 3.4139
H 1.6751 1.6217 3.2369
C 0.2908 -4.1832 2.4576
C -0.5539 -3.2770 3.3413
C -1.7538 -2.5990 2.6372
O -2.6643 -2.4526 3.7646
C -2.3674 -3.3473 4.7910
O -2.8380 -3.4190 5.8387
O -1.1725 -3.9998 4.4508
H 1.0511 -3.5092 2.0413
H -0.3732 -4.5953 1.7106
H 0.8391 -4.9392 2.9633
H 0.0079 -2.5100 3.8644
H -2.2327 -3.2524 1.9467
H -1.5787 -1.6340 2.1530
C 1.5778 -1.3459 -5.0383
C 2.4820 -0.0863 -5.3503
C 3.9287 -0.3842 -5.7685
O 4.2186 0.6771 -6.6633
C 3.0588 1.0674 -7.2246
O 2.9446 1.8010 -8.0725
O 1.9727 0.5625 -6.5634
H 1.4571 -1.9142 -5.9559
H 0.6204 -0.9297 -4.7133
H 2.0835 -1.9146 -4.2568
H 2.4936 0.6511 -4.5112
H 3.8648 -1.3240 -6.2806
H 4.5769 -0.3134 -4.9001
C -3.3705 5.0403 1.5456
C -3.3981 3.9693 0.4958
C -3.8617 2.5558 0.8711
O -4.4926 2.1025 -0.3546
C -4.8372 3.1786 -1.0587
O -5.4087 3.1296 -2.0900
O -4.4424 4.3065 -0.5067
H -4.3722 5.0769 1.9780
H -3.0844 5.9858 1.0801
H -2.6440 4.7933 2.3071
H -2.4593 3.8167 -0.0265
H -4.6371 2.5847 1.6442
H -3.0192 1.8939 1.0947
C 1.0308 -5.8808 -3.8134
C 0.7819 -5.3637 -2.4740
C 1.7534 -6.0107 -1.3945
O 2.1252 -4.8968 -0.5706
C 1.8173 -3.7374 -1.1470
O 2.1281 -2.6856 -0.7181
O 1.0984 -3.9032 -2.2610
H 0.7159 -5.1962 -4.6220
H 0.4959 -6.8285 -3.8740
H 2.0815 -6.1281 -4.0175
H -0.2656 -5.5351 -2.2130
H 2.6204 -6.4374 -1.8656
H 1.2654 -6.6928 -0.7043
C -3.9104 0.7227 4.8836
C -2.6120 1.5270 4.8754
C -1.3757 0.6718 5.1281
O -0.4656 0.9856 4.1088
C -0.9863 1.9588 3.3294
O -0.3891 2.4700 2.4758
O -2.3009 2.0914 3.5261
H -3.8334 -0.0503 4.1196
H -4.7600 1.3783 4.6264
H -4.0542 0.3020 5.8678
H -2.6039 2.3673 5.5695
H -1.5792 -0.4020 5.1471
H -0.9034 0.9691 6.0728